{"formula": "C53H51BN7OTeW", "method": "wB97M-V/def2-TZVPD", "elements": ["W", "C", "C", "C", "C", "N", "N", "B", "N", "N", "C", "C", "C", "C", "C", "C", "C", "C", "C", "C", "N", "N", "C", "C", "C", "C", "C", "C", "C", "C", "C", "C", "C", "C", "C", "C", "C", "C", "H", "H", "H", "H", "H", "H", "H", "H", "H", "H", "H", "H", "H", "H", "H", "H", "H", "H", "H", "H", "H", "H", "H", "H", "H", "H", "H", "H", "C", "C", "C", "C", "C", "C", "Te", "N", "C", "O", "C", "C", "C", "C", "C", "C", "C", "C", "C", "C", "C", "C", "C", "C", "C", "C", "H", "H", "H", "H", "H", "H", "H", "H", "H", "H", "H", "H", "H", "H", "H", "H", "H", "H", "H", "H", "H", "H", "H"], "xyz": [[0.017650, -0.482021, 0.295716], [2.617838, -0.056521, -4.536702], [2.552359, -0.237389, -3.060067], [3.580114, -0.558512, -2.186410], [3.010370, -0.656867, -0.928596], [1.677890, -0.372439, -1.017577], [1.427865, -0.129807, -2.347560], [-0.010536, -0.028197, -2.872783], [-0.724707, 1.132239, -2.165211], [-0.920608, 1.136228, -0.806392], [-1.645985, 2.258365, -0.548451], [-1.835160, 2.973266, -1.727032], [-1.259253, 2.223422, -2.729685], [-1.212276, 2.502820, -4.191988], [-2.244760, 2.691717, 0.728908], [-3.042375, 1.860973, 1.508114], [-3.704057, 2.362412, 2.621838], [-3.574393, 3.697476, 2.970625], [-2.789938, 4.538745, 2.192454], [-2.138198, 4.041811, 1.076829], [-0.765106, -1.342820, -2.515985], [-0.894085, -1.619655, -1.194065], [-1.811992, -2.594594, -1.060832], [-2.226493, -3.000437, -2.320168], [-1.547096, -2.174903, -3.218242], [-1.629446, -2.134893, -4.704165], [-2.276117, -2.873611, 0.297364], [-2.197996, -1.839724, 1.233028], [-2.618411, -2.015721, 2.540880], [-3.133777, -3.245687, 2.921620], [-3.227604, -4.279634, 1.996395], [-2.803225, -4.098333, 0.688608], [3.740917, -1.078617, 0.277343], [3.520629, -0.537335, 1.535988], [4.237294, -0.970465, 2.640650], [5.198618, -1.957733, 2.492424], [5.443582, -2.497444, 1.234884], [4.724374, -2.062608, 0.135882], [3.646268, -0.171810, -4.869597], [2.267698, 0.932503, -4.830317], [2.005340, -0.794887, -5.052991], [4.618003, -0.686691, -2.439437], [-0.010948, 0.140552, -4.048021], [-2.400691, 3.881363, -1.843962], [-1.698925, 3.454302, -4.392221], [-1.725241, 1.729865, -4.763757], [-0.185163, 2.559821, -4.551723], [-3.229893, 0.843929, 1.198065], [-4.348826, 1.712372, 3.198887], [-4.096847, 4.088453, 3.833360], [-2.697917, 5.586172, 2.448961], [-1.537764, 4.702384, 0.461671], [-2.953151, -3.754354, -2.566412], [-2.284194, -2.925765, -5.060334], [-0.646334, -2.271952, -5.153589], [-2.026060, -1.179745, -5.047989], [-1.984324, -0.806120, 0.888100], [-2.569861, -1.195274, 3.246445], [-3.477561, -3.395406, 3.935972], [-3.635937, -5.234376, 2.298429], [-2.870786, -4.908541, -0.025557], [2.820467, 0.272427, 1.644513], [4.048356, -0.523466, 3.608402], [5.762466, -2.302364, 3.348586], [6.194758, -3.265502, 1.111267], [4.908197, -2.512797, -0.830941], [-1.315692, 5.347701, 7.670525], [-0.900214, 4.631372, 6.418960], [-0.140776, 5.266008, 5.443074], [0.274143, 4.613670, 4.288238], [1.088695, 5.384918, 3.279787], [-0.095422, 3.270216, 4.141055], [0.719139, 2.488660, 2.348769], [0.400342, 0.482596, 2.087489], [0.789676, -0.238292, 3.225189], [1.185553, 0.316130, 4.229190], [0.701688, -1.716035, 3.104372], [0.777237, -2.311874, 1.850813], [0.678901, -3.685071, 1.705222], [0.473320, -4.465276, 2.837419], [0.399473, -3.876848, 4.092471], [0.520235, -2.499227, 4.231733], [2.735655, 2.530476, 2.938530], [3.056741, 2.467190, 4.290965], [4.378328, 2.605792, 4.680189], [5.357876, 2.806891, 3.716820], [5.020744, 2.869414, 2.374331], [3.701252, 2.733914, 1.950783], [3.382916, 2.828069, 0.481815], [-0.917435, 2.613189, 5.050997], [-1.488276, 1.234309, 4.871609], [-1.285058, 3.315871, 6.194169], [-0.974444, 6.380612, 7.670905], [-0.901856, 4.852860, 8.549918], [-2.400815, 5.345395, 7.776734], [0.142185, 6.302904, 5.580137], [1.151347, 6.427840, 3.583213], [0.635805, 5.371269, 2.282990], [2.112528, 5.011591, 3.199162], [1.257351, -1.773165, 0.978731], [0.785953, -4.143978, 0.730786], [0.392506, -5.539512, 2.739560], [0.255877, -4.494515, 4.968532], [0.470567, -2.025978, 5.203415], [2.283512, 2.312751, 5.030503], [4.639864, 2.559412, 5.728385], [6.392519, 2.915675, 4.013106], [5.795309, 3.021338, 1.632931], [4.257748, 2.564564, -0.110931], [3.092401, 3.845553, 0.207691], [2.573501, 2.159410, 0.174764], [-1.385679, 0.867635, 3.851291], [-2.551206, 1.256961, 5.112339], [-1.005318, 0.523163, 5.541572], [-1.916029, 2.814955, 6.920501]], "forces_ev_per_a": [[0.5321, 0.1299, 0.2108], [0.0097, 0.0166, -0.0045], [-0.0418, -0.0632, 0.0264], [0.0181, 0.0818, -0.0118], [0.0286, -0.0939, -0.0024], [-0.2416, -0.0883, 0.1724], [0.0925, 0.1802, -0.0510], [-0.0918, -0.1298, -0.0308], [0.1795, 0.0257, 0.0783], [-0.3013, 0.4083, -0.1134], [0.1089, -0.1848, -0.1110], [-0.1263, -0.0294, 0.0873], [0.0637, -0.0602, -0.0850], [-0.0112, 0.0205, -0.0279], [0.1275, -0.0241, 0.0587], [-0.0414, -0.0146, 0.0016], [-0.0011, 0.0234, 0.0138], [-0.0037, -0.0346, 0.0374], [0.0346, 0.0152, -0.0160], [0.0821, 0.0334, 0.0581], [0.0606, 0.0647, 0.0944], [-0.3265, -0.0428, -0.1519], [-0.0018, 0.0529, 0.0224], [0.0730, 0.0250, -0.0279], [-0.0213, -0.0163, -0.0139], [-0.0053, -0.0088, 0.0047], [-0.0673, -0.0388, -0.0716], [0.1191, 0.0062, -0.0045], [0.0284, -0.0259, 0.0273], [0.0112, -0.0027, 0.0085], [0.0175, 0.0187, -0.0270], [-0.0024, 0.0146, 0.0384], [-0.0137, -0.1368, 0.0107], [0.0537, 0.1421, -0.0388], [0.0231, 0.0152, 0.0071], [-0.0122, -0.0081, -0.0184], [-0.0029, -0.0020, 0.0446], [-0.0672, -0.0859, -0.0010], [0.0001, 0.0064, -0.0038], [-0.0078, 0.0049, -0.0005], [-0.0018, -0.0083, 0.0003], [0.0126, -0.0095, 0.0254], [0.0049, -0.0149, -0.0020], [0.0178, 0.0204, 0.0242], [0.0013, -0.0031, -0.0054], [-0.0016, -0.0004, 0.0050], [-0.0031, 0.0032, -0.0050], [0.0374, -0.1288, -0.0156], [-0.0030, -0.0098, -0.0018], [-0.0067, -0.0030, 0.0072], [-0.0005, -0.0029, -0.0036], [-0.0065, -0.0117, -0.0011], [-0.0214, -0.0078, -0.0071], [-0.0020, -0.0028, -0.0026], [0.0031, -0.0026, -0.0029], [-0.0047, 0.0089, -0.0036], [-0.2307, 0.0445, -0.0051], [0.0198, -0.0058, 0.0004], [-0.0055, -0.0070, 0.0044], [-0.0084, -0.0086, 0.0009], [0.0021, -0.0083, -0.0057], [-0.0668, 0.0030, 0.0250], [-0.0048, 0.0186, 0.0179], [0.0062, 0.0006, 0.0064], [0.0081, -0.0037, 0.0035], [-0.0150, 0.0273, -0.0231], [-0.0029, 0.0015, 0.0072], [0.0211, -0.0243, -0.0448], [0.0142, -0.0004, -0.0168], [-0.0296, 0.0850, 0.2078], [0.0093, 0.0049, 0.0152], [0.1059, -0.1386, -0.2875], [-0.0815, -0.0358, -0.2348], [-0.1756, 0.0850, 0.0711], [0.1859, 0.0015, 0.0324], [-0.1660, -0.0988, -0.0449], [0.0461, 0.0944, -0.0161], [-0.0936, 0.0598, -0.0823], [-0.0013, 0.0120, 0.0492], [-0.0057, -0.0066, -0.0166], [0.0003, 0.0374, 0.0021], [-0.0153, -0.0310, -0.0140], [-0.0019, -0.0350, 0.0775], [0.0830, 0.0699, 0.0221], [-0.0589, 0.0073, -0.0157], [0.0065, 0.0026, -0.0278], [0.0293, -0.0338, 0.0006], [0.0261, 0.0244, 0.0090], [-0.0233, 0.0075, -0.0310], [-0.1020, 0.0095, 0.0838], [0.0519, -0.0821, -0.0012], [-0.0415, -0.0017, -0.0576], [-0.0008, 0.0060, -0.0021], [0.0013, -0.0013, 0.0041], [-0.0063, -0.0005, 0.0037], [-0.0014, 0.0076, 0.0123], [-0.0021, 0.0050, -0.0321], [-0.0170, -0.0114, -0.0103], [-0.0195, 0.0227, 0.0119], [0.2931, -0.1651, 0.0722], [-0.0176, 0.0058, -0.0096], [0.0023, -0.0064, 0.0054], [0.0003, -0.0047, 0.0056], [0.0068, 0.0004, 0.0100], [0.0134, -0.0004, -0.0154], [0.0013, -0.0070, 0.0049], [0.0092, 0.0037, -0.0002], [0.0054, 0.0017, -0.0020], [0.0015, 0.0095, -0.0032], [-0.0114, -0.0059, -0.0079], [0.0202, -0.0172, -0.0015], [-0.0783, 0.0707, 0.0171], [0.0013, -0.0188, -0.0051], [0.0223, -0.0011, 0.0169], [-0.0111, 0.0098, 0.0130]], "total_energy_ev": -78052.5048, "s2": 0.9122, "spin_multiplicity": 2, "gap_ev": [6.801, 6.862], "total_charge": 2}